Here is a cluster of 9 separate species, C37H89BN5O14 in total from the OMol25 dataset. Energies are from the ωB97M-V functional and the def2-TZVPD basis.

XYZ file:
```
146
Properties=species:S:1:pos:R:3
C 6.48709 -1.95155 -2.89868
C 5.06506 -2.02576 -3.40509
C 4.25807 -0.80986 -3.01344
O 4.72005 0.09674 -2.35132
O 2.92009 -0.74340 -3.37440
C 2.65905 -0.69294 -4.75686
C 2.26060 0.73750 -5.18946
N 2.33182 1.70509 -4.11312
C 3.48699 2.61283 -4.11647
C 3.15611 4.02953 -4.62188
C 4.22795 4.50739 -5.58455
O 4.17477 3.81413 -6.81221
C 1.47090 1.85202 -3.12291
N 1.60741 2.81145 -2.20515
C 0.61073 2.66665 -1.37753
N -0.17629 1.65482 -1.73590
B -1.39565 1.28333 -0.93739
N -1.39829 1.38958 0.51108
O -2.52542 0.87103 -1.55209
N 0.35664 1.11068 -2.86670
C -0.27899 -0.04808 -3.44688
C 0.05709 -1.33502 -2.62385
C 0.21764 -2.55608 -3.47102
O 1.15687 -3.31641 -3.35006
O -0.75454 -2.75080 -4.41943
H 6.93091 -0.98831 -3.09925
H 6.55418 -2.17611 -1.84088
H 7.07172 -2.68564 -3.43419
H 5.10584 -2.02542 -4.49414
H 4.53173 -2.92732 -3.12247
H 1.88492 -1.39053 -5.06037
H 3.53378 -0.99019 -5.32012
H 1.28858 0.78293 -5.66726
H 2.94955 1.06161 -5.95428
H 3.95410 2.63250 -3.14432
H 4.23844 2.21463 -4.78436
H 2.16854 4.04382 -5.07270
H 3.14631 4.67800 -3.75371
H 4.11516 5.58354 -5.70776
H 5.19544 4.33049 -5.12637
H 3.26104 3.81638 -7.10040
H 0.41831 3.26921 -0.51703
H -1.62733 2.35614 0.73209
H -0.48896 1.22213 0.93001
H -2.67860 1.48124 -2.30480
H -0.01610 -0.21682 -4.47747
H -1.35326 0.03559 -3.42037
H 0.90085 -1.18705 -1.97209
H -0.79547 -1.52537 -1.97216
H -1.17810 -3.59638 -4.23756
C -4.46291 -0.52423 4.23805
C -5.04740 0.76022 3.67161
C -5.46675 0.58870 2.21969
O -4.08725 1.81768 3.77764
H -3.56912 -0.81734 3.67734
H -4.16164 -0.39052 5.27105
H -5.18440 -1.34094 4.19093
H -5.90921 1.06308 4.26737
H -4.60323 0.33224 1.59683
H -5.87882 1.52146 1.82716
H -6.21701 -0.19460 2.11073
H -3.31972 1.56159 3.25770
C 10.86654 -3.76257 -4.66954
C 9.94718 -2.97526 -5.58871
C 10.73155 -1.99827 -6.45053
O 8.97348 -2.26633 -4.81303
H 11.39796 -3.09642 -3.98719
H 10.29123 -4.45470 -4.05381
H 11.60142 -4.33280 -5.23968
H 9.38937 -3.66012 -6.22877
H 11.26000 -1.27457 -5.82347
H 10.06091 -1.43498 -7.10072
H 11.46311 -2.51690 -7.07079
H 9.44755 -1.65484 -4.24020
C -5.78390 3.51017 -3.12713
C -5.23721 2.43733 -4.05511
C -6.35189 1.59078 -4.64453
O -4.31732 1.59577 -3.33959
H -6.32041 3.05606 -2.28987
H -4.97256 4.10626 -2.70648
H -6.46624 4.17635 -3.65424
H -4.66645 2.90362 -4.85856
H -6.90513 1.07937 -3.85255
H -5.94443 0.82298 -5.30243
H -7.05056 2.20247 -5.21443
H -4.80524 1.17181 -2.62315
C -3.30818 -3.96939 8.09147
C -2.67109 -2.95709 7.15227
C -1.34627 -2.45387 7.70291
O -3.56306 -1.85965 6.94404
H -3.51431 -3.51267 9.06277
H -4.25914 -4.31878 7.68805
H -2.65744 -4.83052 8.24697
H -2.51292 -3.41408 6.17432
H -1.49251 -1.95201 8.66299
H -0.90122 -1.72446 7.02411
H -0.64123 -3.27340 7.84701
H -3.71694 -1.44244 7.79796
C -9.79723 0.33070 2.11869
C -9.32201 -0.49990 0.93799
C -10.45056 -1.34272 0.36545
O -8.23766 -1.34286 1.33687
H -10.15299 -0.31562 2.92612
H -8.97720 0.92741 2.52226
H -10.60642 1.00211 1.82726
H -8.92834 0.15907 0.16261
H -10.82616 -2.04101 1.11806
H -10.09580 -1.93594 -0.47807
H -11.27865 -0.71781 0.02923
H -8.56092 -1.93581 2.02247
C 14.82862 -2.80930 -1.14165
C 13.76675 -2.33779 -2.12254
C 13.39035 -0.88480 -1.87334
O 12.60641 -3.16644 -2.02230
H 14.45712 -2.74554 -0.11534
H 15.08545 -3.85179 -1.32900
H 15.73504 -2.20787 -1.21904
H 14.13535 -2.45061 -3.14295
H 12.97566 -0.76351 -0.86896
H 12.62582 -0.56032 -2.58101
H 14.25555 -0.22834 -1.97141
H 12.26220 -3.08540 -1.12717
C 1.75774 -2.43756 12.46344
C 0.66160 -1.97973 11.51348
C 0.07164 -0.64577 11.94640
O -0.36980 -2.96639 11.45373
H 1.35752 -2.57642 13.47121
H 2.16493 -3.39638 12.14234
H 2.57085 -1.71196 12.51103
H 1.06487 -1.88998 10.50388
H -0.37870 -0.73035 12.93891
H -0.71639 -0.33539 11.25932
H 0.83343 0.13435 11.97758
H -0.73706 -3.05602 12.33855
C -10.23541 4.82356 1.97880
C -10.52658 4.35401 0.56140
C -10.99613 5.50300 -0.31813
O -11.51213 3.32152 0.58271
H -11.13886 5.23067 2.44017
H -9.90373 3.98906 2.59743
H -9.46384 5.59460 1.99115
H -9.62736 3.90886 0.13231
H -11.92252 5.93086 0.07339
H -11.20431 5.15065 -1.32874
H -10.24639 6.29367 -0.37181
H -12.31828 3.68918 0.95819
```

Output
Net charge: +1
Spin multiplicity: 1
Electronic energy in eV: -76600.3796

These are the Mulliken partial charges, in e, on atoms 1 to 5:
1 C -1.26
2 C -0.15
3 C 0.07
4 O -0.58
5 O 0.13



Here is a cluster of 7 separate species, C37H99N7O20P6 in total from the OMol25 dataset. Energies are from the ωB97M-V functional and the def2-TZVPD basis.

XYZ file:
```
169
Properties=species:S:1:pos:R:3
C -5.69583 -0.46690 9.88948
N -4.66923 -1.57112 10.01852
C -3.42319 -1.05006 9.69477
P -4.90669 -2.64390 11.31338
O -4.23163 -2.17185 12.59990
N -6.70130 -2.88845 11.41248
C -7.52837 -3.37290 10.30541
C -7.45188 -2.60468 12.59399
N -4.27232 -4.14512 10.72381
C -3.72508 -5.09432 11.75309
C -4.66979 -4.78530 9.48953
H -5.98628 -0.45630 8.83894
H -5.36828 0.48195 10.31433
H -6.63871 -0.73968 10.36348
H -2.82835 -1.93937 9.48645
H -2.97029 -0.46739 10.49693
H -3.44299 -0.52727 8.73853
H -7.59037 -4.45988 10.25308
H -8.57971 -3.09504 10.38014
H -7.16000 -3.01725 9.34315
H -7.96867 -1.65424 12.46104
H -8.05451 -3.41820 12.99787
H -6.68979 -2.36896 13.33679
H -3.09249 -5.82470 11.24863
H -3.11925 -4.58130 12.50000
H -4.46425 -5.63255 12.34641
H -4.30737 -4.20933 8.63805
H -5.74331 -4.94015 9.38151
H -4.20007 -5.76206 9.37381
C 9.05902 -0.53360 1.73206
N 8.83171 0.86904 1.68791
C 9.14846 1.55605 3.00964
P 8.06348 1.50651 0.21759
O 7.75184 0.41219 -0.77130
N 6.71742 2.36836 0.93575
C 5.66589 1.65106 1.69080
C 6.32634 3.69679 0.48809
N 9.05212 2.88679 -0.42022
C 9.52379 3.93652 0.55209
C 9.10320 3.23472 -1.82606
H 8.38681 -1.02453 1.02833
H 8.78762 -0.92021 2.71439
H 10.06695 -0.77255 1.39284
H 10.21262 1.68475 3.20740
H 8.98409 0.89327 3.85922
H 8.64973 2.50674 3.19820
H 5.07886 1.19136 0.89572
H 5.96573 0.93383 2.45486
H 5.10222 2.34774 2.31130
H 6.61814 3.85099 -0.55074
H 5.26100 3.85798 0.65295
H 6.96269 4.36880 1.06391
H 10.61022 3.87541 0.61558
H 9.39834 4.97667 0.25133
H 9.05931 3.85918 1.53514
H 9.11587 2.38672 -2.51078
H 9.99705 3.83665 -1.98984
H 8.20081 3.81526 -2.01781
C -3.17391 -6.08454 -6.08425
C -1.62896 -6.15830 -6.20124
O -1.08671 -6.53539 -4.99631
P -0.33098 -7.90773 -4.89728
O -1.14055 -8.98473 -5.59456
O -0.13821 -8.00456 -3.30885
C -1.15893 -8.55353 -2.60806
C -1.03709 -8.12431 -1.13344
O 1.12300 -7.53204 -5.46409
C 1.86461 -6.39538 -4.99256
C 3.32060 -6.37484 -5.72874
H -3.59588 -7.02383 -5.72676
H -3.50343 -5.28605 -5.41948
H -3.58776 -5.91141 -7.07765
H -1.37788 -6.88411 -6.97472
H -1.25963 -5.19540 -6.55409
H -2.11709 -8.17609 -2.96523
H -1.26920 -9.63762 -2.58160
H -0.20211 -8.68621 -0.71491
H -1.02220 -7.08578 -0.80280
H -1.92673 -8.28728 -0.52510
H 1.15160 -5.65490 -5.35506
H 2.00626 -6.28825 -3.91712
H 4.03247 -7.17575 -5.52901
H 3.16565 -6.16165 -6.78639
H 3.86846 -5.52050 -5.33117
C -5.48625 -0.70202 0.67420
C -3.98830 -0.69068 0.28588
O -3.70996 0.71386 0.15961
P -3.53504 1.50494 -1.29507
O -2.64541 2.73223 -1.19547
O -3.07049 0.28780 -2.30013
C -1.82716 -0.27924 -2.23118
C -0.81425 0.60839 -3.04380
O -5.06045 1.84173 -1.67312
C -5.44255 2.11813 -2.95027
C -5.60403 3.67492 -3.09117
H -5.52809 0.03292 1.47807
H -6.15509 -0.34887 -0.11068
H -5.73638 -1.71453 0.99098
H -3.28781 -1.19419 0.95213
H -3.83284 -1.10434 -0.71052
H -1.35507 -0.40813 -1.25721
H -1.82348 -1.30474 -2.60055
H -1.12583 0.87634 -4.05336
H -0.73882 1.62100 -2.64752
H 0.16399 0.12887 -3.07875
H -4.62630 1.78602 -3.59179
H -6.37371 1.61446 -3.20981
H -5.95400 3.95798 -4.08389
H -6.41794 3.98934 -2.43787
H -4.66856 4.17746 -2.84532
C 2.47056 -3.88574 -16.91880
C 2.57788 -4.11705 -15.41926
O 3.32755 -3.09319 -14.84775
P 2.64660 -2.19153 -13.58371
O 2.27539 -3.01377 -12.38122
O 3.72797 -1.01011 -13.33139
C 3.78542 -0.23695 -12.16611
C 4.39252 -1.01875 -11.04294
O 1.39679 -1.41308 -14.29715
C 0.61962 -0.46895 -13.52268
C -0.88958 -0.59977 -14.04708
H 3.49395 -3.91173 -17.29310
H 1.80995 -4.62710 -17.36831
H 2.09801 -2.94574 -17.32587
H 1.59603 -4.11007 -14.94593
H 2.82853 -5.14101 -15.14215
H 4.18056 0.72852 -12.48209
H 2.79874 0.15279 -11.91579
H 5.32965 -1.54387 -11.22769
H 4.45805 -0.13746 -10.40487
H 3.70962 -1.80311 -10.71657
H 0.52559 -0.53518 -12.43877
H 0.98130 0.53996 -13.72114
H -1.46884 -1.45267 -13.69337
H -1.47052 0.19375 -13.57705
H -0.92823 -0.62814 -15.13603
C -2.22903 6.52339 11.77514
C -2.51050 7.44410 10.47775
O -1.32612 7.15295 9.72052
P -1.26197 7.54076 8.18884
O -1.11208 9.00974 7.87281
O -2.48398 6.67011 7.56087
C -2.65357 6.61211 6.13493
C -3.96318 5.87434 5.82016
O 0.02468 6.73425 7.71357
C 1.33881 6.91066 8.22799
C 2.26698 5.86584 7.69578
H -1.25991 6.79778 12.19182
H -2.90084 6.62719 12.62720
H -2.22982 5.43617 11.69719
H -3.55992 7.25833 10.24905
H -2.47679 8.49577 10.76228
H -2.71352 7.59857 5.67513
H -1.89475 6.08341 5.55807
H -4.83664 6.33074 6.28586
H -4.09012 6.09142 4.75956
H -3.89705 4.79231 5.93391
H 1.66203 7.90314 7.91397
H 1.45354 6.99748 9.30845
H 2.63188 6.09368 6.69426
H 3.21383 5.81240 8.23310
H 1.78407 4.91337 7.47739
C 0.86333 7.67136 -4.01126
N 0.25895 7.23348 -5.30974
O -0.78484 7.71939 -5.64436
O 0.92191 6.47440 -6.02479
H 0.91944 6.88207 -3.26161
H 0.22471 8.44678 -3.58818
H 1.79493 8.13665 -4.33332
```

Output
Net charge: 0
Spin multiplicity: 1
SMILES: CN(C)P(=O)(N(C)C)N(C)C.CN(C)P(=O)(N(C)C)N(C)C.CCOP(=O)(OCC)OCC.CCOP(=O)(OCC)OCC.CCOP(=O)(OCC)OCC.CCOP(=O)(OCC)OCC.C[N+](=O)[O-]
Electronic energy in eV: -147091.3460

These are the Mulliken partial charges, in e, on atoms 1 to 5:
1 C -1.11
2 N 0.21
3 C -1.16
4 P 0.59
5 O -0.82



Which of these has the highest net charge? C37H89BN5O14



What is the electronic energy in the second record? -147091.3460 eV



What is the formula in the second record? C37H99N7O20P6